Record 1
72
Properties=species:S:1:pos:R:3 method="wB97M-V/def2-TZVPD" charge=0 de_lowest_kj_mol=111.75 homo_ev=-6.76 gap_ev=6.3265 total_energy_ha=-1472.79635 largest_force_ev_per_a=2.11
Sr 0.76275 0.29445 -1.67627
C -0.06294 -1.30257 0.57410
C -1.17335 -0.93384 -0.26978
C -1.73563 0.24949 0.34055
C -0.93754 0.56493 1.44651
C 0.06886 -0.40506 1.62600
C 0.98312 -0.54574 2.82557
C 0.47083 -1.72135 3.67570
C 2.42467 -0.83503 2.41486
C 0.96638 0.72390 3.67962
C -2.90117 1.14818 -0.08817
C -4.25895 0.44353 0.03861
C -2.98830 2.38937 0.81259
C -2.71031 1.68684 -1.51264
C -1.86419 -2.06526 -1.05925
C -2.83929 -2.79771 -0.12868
C -0.84640 -3.10755 -1.54936
C -2.61116 -1.62960 -2.32536
H 0.53627 -2.19154 0.44763
H -1.06973 1.41901 2.08112
H 0.51035 -2.65174 3.11038
H -0.56336 -1.55722 3.97544
H 1.07604 -1.84068 4.57451
H 2.47719 -1.71634 1.77408
H 3.03490 -1.02761 3.29662
H 2.85853 0.01528 1.89808
H -0.03590 0.93804 4.04890
H 1.31859 1.58200 3.10923
H 1.62149 0.60227 4.54224
H -4.36293 0.01163 1.03327
H -4.39759 -0.35218 -0.68473
H -5.06880 1.16025 -0.10623
H -3.20610 2.12078 1.84316
H -3.79046 3.03849 0.46029
H -2.05973 2.95625 0.79704
H -2.55499 0.89876 -2.25036
H -1.84829 2.34978 -1.52451
H -3.57524 2.27426 -1.82921
H -2.32764 -3.08598 0.78763
H -3.22942 -3.69438 -0.60741
H -3.68007 -2.16560 0.14534
H -0.39386 -3.66393 -0.73343
H -0.04027 -2.64678 -2.12611
H -1.34164 -3.82665 -2.20520
H -3.38619 -0.89927 -2.13138
H -3.08914 -2.49371 -2.79111
H -1.92397 -1.20365 -3.06957
O 2.91939 2.51687 1.16507
C 2.43346 2.19592 0.10235
N 2.62371 1.05541 -0.60969
C 3.72454 0.27889 -0.44975
O 4.79266 0.57454 0.04326
C 3.56700 -1.13622 -1.01378
C 4.37635 -2.13280 -0.48368
C 4.29580 -3.40826 -1.00506
C 3.43250 -3.64213 -2.06468
C 2.66609 -2.59252 -2.52887
N 2.70476 -1.36471 -2.00953
C 1.43990 3.16487 -0.55382
C 1.27174 4.41203 0.03253
C 0.47571 5.34836 -0.59703
C -0.12423 5.01249 -1.79933
C 0.07601 3.73934 -2.29711
N 0.82936 2.82364 -1.69354
H 5.05159 -1.87296 0.31749
H 4.90134 -4.20727 -0.60255
H 3.34823 -4.61611 -2.52071
H 1.98224 -2.74034 -3.35672
H 1.78650 4.60987 0.96034
H 0.33290 6.32907 -0.16588
H -0.74245 5.71304 -2.33789
H -0.40051 3.43247 -3.22174

Record 2
75
Properties=species:S:1:pos:R:3 method="wB97M-V/def2-TZVPD" charge=0 de_lowest_kj_mol=9.28 homo_ev=-7.04 gap_ev=7.5749 smiles="COc1ccc(CCNC(=O)CCC(=O)Nc2ccc3nc(N4CCN(C)CC4)cc(C)c3c2)cc1OC" total_energy_ha=-1702.06435 largest_force_ev_per_a=0.74
C 1.46940 -1.45865 0.80627
O 0.25488 -1.00867 1.35827
C 0.11493 0.26953 1.79904
C -0.95030 0.46379 2.67349
C -1.20175 1.69002 3.25384
C -0.39403 2.77735 2.96165
C -0.64126 4.12567 3.57986
C -1.75683 4.88528 2.84412
N -3.02699 4.21406 2.97771
C -3.60542 3.52990 1.97078
O -3.20380 3.59007 0.82273
C -4.82755 2.73571 2.40679
C -5.47067 1.93602 1.27116
C -4.68701 0.65941 0.95866
O -5.04393 -0.42444 1.37371
N -3.60120 0.89896 0.18926
C -2.67475 0.00610 -0.35311
C -2.78678 -1.38876 -0.20707
C -1.87059 -2.21407 -0.79383
C -0.80056 -1.69569 -1.54993
N 0.08175 -2.55989 -2.08330
C 1.10286 -2.10102 -2.77655
N 1.93785 -3.03211 -3.34585
C 3.33931 -2.77312 -3.57685
C 4.15380 -3.11327 -2.32436
N 3.96437 -4.51277 -1.99309
C 4.78781 -4.91729 -0.87611
C 2.55658 -4.78771 -1.75430
C 1.73812 -4.42256 -2.99296
C 1.28226 -0.70823 -3.00411
C 0.40446 0.19512 -2.47682
C 0.57178 1.66233 -2.72470
C -0.68476 -0.28747 -1.69637
C -1.63517 0.53979 -1.08395
C 0.64364 2.60496 2.05555
C 0.91718 1.37770 1.46683
O 1.94176 1.19430 0.56909
C 2.83167 2.25375 0.32899
H 1.68805 -0.98496 -0.15160
H 2.30537 -1.29121 1.49301
H 1.32662 -2.52869 0.65634
H -1.56694 -0.39253 2.89489
H -2.01281 1.78477 3.96024
H -0.92783 4.00726 4.62801
H 0.26688 4.72859 3.54155
H -1.53878 4.93397 1.77554
H -1.84240 5.90138 3.24278
H -3.37277 4.08381 3.91600
H -4.53863 2.05621 3.21224
H -5.55598 3.44457 2.81103
H -5.53710 2.55977 0.37844
H -6.47433 1.63333 1.57183
H -3.38481 1.88093 0.02720
H -3.60143 -1.78827 0.37378
H -1.93967 -3.28522 -0.68644
H 3.66703 -3.41879 -4.39757
H 3.50956 -1.73671 -3.86166
H 3.83535 -2.45038 -1.49614
H 5.21629 -2.94276 -2.51650
H 4.64584 -5.98206 -0.69765
H 4.54809 -4.37078 0.05049
H 5.83438 -4.74167 -1.12264
H 2.17179 -4.21301 -0.89323
H 2.44543 -5.85266 -1.53933
H 2.06401 -5.03371 -3.83925
H 0.67781 -4.57691 -2.80059
H 2.09932 -0.35620 -3.61519
H -0.28584 2.05217 -3.27199
H 1.47175 1.85542 -3.30446
H 0.63956 2.19913 -1.78063
H -1.55912 1.61358 -1.17666
H 1.25607 3.46014 1.81499
H 2.33248 3.11383 -0.12980
H 3.56959 1.85871 -0.36818
H 3.33614 2.57487 1.24663

Record 3
73
Properties=species:S:1:pos:R:3 method="wB97M-V/def2-TZVPD" charge=+1 de_lowest_kj_mol=96.81 homo_ev=-11.76 gap_ev=10.0969 total_energy_ha=-1530.79611 largest_force_ev_per_a=2.86
N 0.43502 0.14033 -0.01338
H 0.51828 -0.58769 0.68170
H -0.27621 0.80867 0.24661
H 0.30230 -0.26633 -0.92832
H 1.32262 0.62227 -0.01437
C -3.26483 1.35791 -3.47758
C -3.34278 -0.12750 -3.20152
C -2.45758 -0.24508 -1.92952
O -1.42736 0.70036 -2.08522
C -1.82371 1.68374 -3.06671
H -3.98146 1.87075 -2.83607
H -3.50896 1.71571 -4.47782
H -2.96134 -0.62054 -4.09568
H -4.30191 -0.62072 -3.04372
H -2.15590 -1.26007 -1.67090
H -3.04045 0.05556 -1.05891
H -1.24872 1.57790 -3.98664
H -1.65143 2.66856 -2.63247
N 1.01438 -1.48875 -2.37938
C 1.82211 -2.51815 -1.94772
C 2.17087 -3.59579 -2.72730
C 1.73165 -3.60753 -4.06017
C 0.86383 -2.63128 -4.51882
C 0.59122 -1.58563 -3.69440
H 2.14974 -2.46905 -0.91978
H 2.81407 -4.38087 -2.35806
H 2.00262 -4.47885 -4.63789
H 0.38946 -2.71789 -5.48519
H -0.04757 -0.78621 -4.03975
N -1.70586 -1.88941 0.91596
C -2.89536 -1.58622 1.49149
C -3.58051 -2.46442 2.33238
C -3.05854 -3.71698 2.62102
C -1.86514 -4.11001 1.96443
C -1.22503 -3.15537 1.12514
H -3.33196 -0.59841 1.48755
H -4.48932 -2.12189 2.80473
H -3.51719 -4.40016 3.32053
H -1.38707 -5.06573 2.12079
H -0.27823 -3.32630 0.63449
N -1.17329 2.31576 0.63230
C -0.57502 3.55678 0.62421
C -1.28150 4.75390 0.56176
C -2.68794 4.70491 0.44138
C -3.33658 3.45518 0.40303
C -2.55402 2.30780 0.49051
H 0.50491 3.56159 0.61377
H -0.61411 5.60178 0.60773
H -3.33484 5.56952 0.42285
H -4.40662 3.39330 0.27037
H -2.95436 1.30521 0.52121
N 2.86205 1.58538 0.45289
C 3.54147 1.86044 -0.67704
C 4.66663 2.67355 -0.68031
C 5.11593 3.17563 0.55500
C 4.37525 2.91972 1.71383
C 3.26696 2.07321 1.66901
H 3.07726 1.44199 -1.55784
H 5.31548 2.95714 -1.49578
H 5.96894 3.82808 0.66941
H 4.67462 3.27501 2.68880
H 2.68514 1.72590 2.50999
N 1.28237 -1.16981 2.33682
C 0.55730 -1.19758 3.49829
C 1.08353 -1.30920 4.78046
C 2.44279 -1.54223 4.89709
C 3.23936 -1.50203 3.74282
C 2.63212 -1.25465 2.49368
H -0.51909 -1.15364 3.42178
H 0.42554 -1.21055 5.63117
H 2.85916 -1.67208 5.88510
H 4.31385 -1.58578 3.81259
H 3.24296 -1.22314 1.60358

Record 4
91
Properties=species:S:1:pos:R:3 method="wB97M-V/def2-TZVPD" charge=+3 homo_ev="-16.30 / -16.21" gap_ev="6.0837 / 4.7475" total_energy_ha=-17408.43593 largest_force_ev_per_a=0.88
Bi 0.04044 0.79986 -0.54139
C -3.63910 -2.14964 -1.12519
C -4.72983 -1.32794 -1.36398
C -4.56902 0.04654 -1.27976
C -3.31806 0.55146 -0.94905
N -2.27029 -0.24592 -0.74846
C -2.41840 -1.56431 -0.83523
C -3.07180 1.99537 -0.70458
C -4.05343 2.96452 -0.86313
C -3.77623 4.26596 -0.48446
C -2.56163 4.56073 0.11352
C -1.62285 3.55161 0.24585
N -1.85833 2.31668 -0.23033
C -0.37512 3.70040 1.04210
C -0.06562 4.84700 1.75093
C 1.01356 4.82051 2.62721
C 1.72669 3.64635 2.78500
C 1.38135 2.55284 2.00589
N 0.37110 2.58817 1.14104
H -3.72746 -3.22613 -1.15510
H -5.69815 -1.74752 -1.60041
H -5.41033 0.69854 -1.45375
H -1.53363 -2.16138 -0.65697
H -5.02346 2.71448 -1.26182
H -4.52074 5.03977 -0.61335
H -2.36810 5.55539 0.48461
H -0.66136 5.74212 1.65367
H 1.27457 5.70547 3.19171
H 2.54015 3.56801 3.49104
H 1.92285 1.62027 2.07733
Br -0.93187 -0.41258 2.64874
B -0.09134 -2.01491 3.38499
B -0.87361 -3.08441 4.60365
C -0.26061 -4.62437 4.23865
B -0.64110 -3.62310 2.92207
B 0.76752 -4.72010 2.88707
B 1.38977 -4.84328 4.53595
B 0.38577 -3.84036 5.58667
B 0.52522 -2.09522 5.05439
Br 0.36804 -0.62696 6.24774
B 1.97344 -3.22161 5.02842
Br 3.40584 -3.02364 6.22771
B 2.20458 -3.77024 3.30233
Br 3.91860 -4.14445 2.56348
B 0.90717 -3.02482 2.34313
Br 1.10877 -2.55137 0.45054
B 1.66706 -2.08675 3.65032
Br 2.83761 -0.58629 3.31530
H -1.95550 -2.94037 5.03869
H -0.91221 -5.46684 4.41925
H -1.57000 -3.83349 2.22906
H 0.76788 -5.65702 2.17747
H 1.84088 -5.85321 4.92961
H 0.15586 -4.17432 6.68865
C 1.14251 1.56904 -3.54164
N 0.55812 2.31889 -2.39613
C -0.55874 3.12839 -2.92771
C 1.61142 3.20671 -1.83652
C 2.71620 2.40380 -1.20656
C 4.02818 2.87619 -1.14740
C 5.02764 2.11930 -0.55036
C 4.75414 0.86834 -0.02371
C 3.45541 0.34584 -0.07367
C 2.52118 1.16482 -0.63621
H 1.59007 2.29150 -4.22747
H 0.35290 1.02626 -4.05051
H 1.90489 0.87694 -3.19704
H -0.20678 3.71312 -3.78008
H -0.93220 3.80926 -2.16964
H -1.35685 2.46761 -3.26089
H 1.14161 3.87470 -1.11047
H 2.01346 3.82854 -2.64159
H 4.26212 3.83836 -1.58704
H 6.03646 2.50685 -0.51732
H 5.53780 0.27320 0.42511
H 3.23669 -0.63655 0.31738
C -2.09555 -0.77079 -4.18250
N -0.97873 -1.70966 -4.14880
C -0.99074 -2.75019 -5.18919
C -0.02113 -1.61482 -3.24526
C 1.13780 -2.56353 -3.26079
O -0.04669 -0.69446 -2.37113
H -2.10244 -0.24217 -5.13573
H -2.00709 -0.06098 -3.36635
H -3.03310 -1.31686 -4.08269
H -1.93057 -2.66951 -5.72720
H -0.93334 -3.74222 -4.74785
H -0.17451 -2.60704 -5.89483
H 1.06439 -3.36776 -3.98350
H 1.25209 -2.98601 -2.26658
H 2.03787 -1.98456 -3.47500

Record 5
81
Properties=species:S:1:pos:R:3 method="wB97M-V/def2-TZVPD" charge=0 de_lowest_kj_mol=0.00 homo_ev=-8.05 gap_ev=7.4387 total_energy_ha=-7213.88391 largest_force_ev_per_a=0.61
Rh 1.93321 0.29630 -1.07147
C -1.59031 2.61631 1.09624
Sb -0.57600 0.79134 1.62334
C 1.42127 1.11625 0.80025
C 2.32865 0.15099 1.48624
C 2.58291 -0.15086 2.81974
C 3.56794 -1.08522 3.09227
C 4.26671 -1.69601 2.05690
C 3.94886 -1.35936 0.75546
N 2.99575 -0.46594 0.50824
Si 2.02317 2.88221 1.30594
C 1.45548 4.26994 0.19615
C 1.36720 3.20298 3.05654
C 3.87320 2.99520 1.58221
C -1.57899 -0.70114 0.33259
C -0.90711 -1.17244 -0.91846
C -1.64368 -1.64628 -2.01106
C -1.06675 -2.48869 -2.94122
C 0.24218 -2.90327 -2.75416
C 0.95137 -2.28741 -1.74549
N 0.43505 -1.37183 -0.91376
Si -3.44268 -0.27359 0.18704
C -4.11335 0.39157 1.82331
C -3.78392 0.96470 -1.17584
C -4.55781 -1.75793 -0.15319
Si -1.39959 -2.29580 1.43713
C -1.73273 -3.82639 0.40740
C 0.33563 -2.49266 2.12238
C -2.54401 -2.26885 2.92089
H -1.11848 3.42199 1.65355
H -2.62460 2.54182 1.41980
H -1.55819 2.84405 0.03844
H 2.02339 0.32720 3.61036
H 3.80001 -1.33721 4.11916
H 5.05088 -2.41197 2.25424
H 4.46619 -1.77750 -0.09810
H 0.37465 4.33342 0.09581
H 1.88858 4.18428 -0.80013
H 1.80634 5.20811 0.63602
H 0.29331 3.11894 3.21894
H 1.65427 4.22555 3.31962
H 1.86469 2.54845 3.77468
H 4.43655 3.22607 0.68327
H 4.29307 2.08509 2.01650
H 4.03881 3.80338 2.30176
H -2.68499 -1.38765 -2.10830
H -1.64965 -2.85285 -3.77803
H 0.72521 -3.61522 -3.40748
H 2.00648 -2.48793 -1.61317
H -3.36926 0.71438 2.55093
H -4.72371 -0.37074 2.30905
H -4.76333 1.24586 1.61673
H -3.45206 1.96762 -0.91639
H -4.86490 1.00470 -1.33861
H -3.31629 0.70858 -2.12799
H -4.47349 -2.53269 0.61017
H -4.42850 -2.23094 -1.12584
H -5.58415 -1.37978 -0.11249
H -0.91745 -4.01015 -0.29656
H -2.66172 -3.78378 -0.16001
H -1.78638 -4.68757 1.07914
H 1.11453 -2.30650 1.38158
H 0.43846 -3.52795 2.46178
H 0.51445 -1.84529 2.98189
H -3.59856 -2.37873 2.66971
H -2.42318 -1.36246 3.51609
H -2.26608 -3.11631 3.55409
Cl 2.90148 -0.88375 -3.71362
C 1.42820 0.02477 -3.94695
C 0.96686 0.77994 -2.87912
C -0.12881 1.58520 -3.15202
Cl -0.64287 2.69696 -1.93281
C -0.80943 1.55900 -4.36741
Cl -2.20611 2.53474 -4.61925
C -0.35686 0.72090 -5.38516
Cl -1.19831 0.63831 -6.88358
C 0.79191 -0.03762 -5.18221
Cl 1.39360 -1.05297 -6.43521
Se 3.52503 1.96226 -1.78401
C 5.03613 1.20346 -1.04757
N 5.98262 0.72841 -0.58695

Record 6
75
Properties=species:S:1:pos:R:3 method="wB97M-V/def2-TZVPD" charge=+1 de_lowest_kj_mol=294.36 homo_ev="-10.41 / -9.74" gap_ev="7.5880 / 4.5697" spin_multiplicity=5 total_energy_ha=-3643.92076 largest_force_ev_per_a=5.20
Fe -0.01497 -0.39945 -1.27068
P 2.15853 -1.15125 -1.22326
C 2.39996 -2.26248 -2.71823
C 1.14991 -2.11800 -3.50845
N -0.02666 -1.54229 -3.00660
C -1.18942 -1.65917 -3.65723
C -1.27247 -2.53047 -4.74243
C -0.15777 -3.04038 -5.35455
C 1.09141 -2.62928 -4.83165
C -2.44084 -0.99821 -3.09567
P -1.95817 0.61232 -2.14089
H 2.00670 -2.99959 -5.29226
H -2.22975 -2.84426 -5.08111
H -0.17590 -3.77897 -6.13103
H -3.23419 -0.61448 -3.79573
H -2.99510 -1.61379 -2.36323
H 3.04041 1.65479 -4.11087
H 3.15351 -1.80621 -3.35569
H 0.84709 3.35478 -2.18846
O 2.66045 2.17809 -4.82483
H 1.77229 1.83460 -5.15433
H -0.82668 0.97284 -1.53064
O 0.31031 3.39764 -1.38418
H 0.84236 3.48708 -0.57065
C -2.18875 1.79255 -3.48880
H -3.23743 1.69403 -3.81289
H -2.00161 2.79242 -3.08286
H -1.52410 1.57950 -4.33697
C -3.31602 0.98369 -1.02052
H -2.98881 1.80865 -0.37752
H -4.16984 1.30500 -1.63733
H -3.58410 0.11970 -0.40100
C 2.22141 -2.71822 -0.26152
H 3.14880 -3.11064 -0.68650
H 2.20803 -2.63206 0.82189
H 1.39406 -3.28084 -0.69604
C 3.59671 -0.08282 -0.61084
H 3.53681 0.12333 0.46512
H 4.50379 -0.66429 -0.81721
H 3.63346 0.87965 -1.14870
O -0.07435 0.48724 0.46154
Si -0.16681 0.47759 2.03056
C 1.23752 -0.58230 2.59043
C 0.95601 -1.89456 2.97493
C 1.97880 -2.68515 3.50634
C 3.27198 -2.16972 3.62509
C 3.54940 -0.86073 3.22096
C 2.52231 -0.05130 2.72170
C -0.02375 2.26769 2.50018
C -1.03697 2.86027 3.24960
C -0.87473 4.16790 3.69913
C 0.27749 4.88335 3.37360
C 1.26038 4.30883 2.55903
C 1.10198 2.99730 2.08725
C -1.76528 -0.35760 2.40731
C -2.41901 -1.21788 1.51252
C -3.59824 -1.84207 1.93078
C -4.08681 -1.63087 3.22508
C -3.39304 -0.82066 4.12406
C -2.22912 -0.16799 3.71328
H -0.07254 -2.25524 2.93099
H 1.73193 -3.68645 3.85689
H 4.06033 -2.77763 4.06022
H 4.54804 -0.43255 3.33181
H 2.69497 1.00759 2.51667
H -1.91918 2.28049 3.51686
H -1.65474 4.60286 4.31786
H 0.41569 5.89029 3.76237
H 2.16879 4.85311 2.31166
H 1.88178 2.53909 1.47305
H -2.01053 -1.44446 0.51636
H -4.10071 -2.51049 1.23407
H -5.00127 -2.11461 3.53434
H -3.71879 -0.68088 5.15664
H -1.65490 0.46599 4.39120